Below is a structure of composition C33H80F3Na2O19S in a non-equilibrium geometry, with properties calculated with wB97M-V/def2-TZVPD.

Properties
LUMO level = -0.158 Ha
energy = -3756.5088 Eh
HOMO = -10.0 eV
max |F| = 4.1 eV Å⁻¹
energy relative to the best compared isomer or geometry (same formula, charge and spin) = 881.20 kJ/mol

```
! RIJCOSX wB97M-V def2-TZVPD def2/J DEFGRID3
* xyz 1 1
Na 3.96946 -5.03248 2.63860
Na 1.87391 -4.05086 -5.14259
C -2.04277 -3.17930 0.46319
F -2.92035 -3.32494 -0.52016
F -2.44370 -2.19133 1.25019
F -1.85633 -4.34731 1.07212
S -0.22595 -2.68493 -0.12749
O -0.26131 -1.15329 -0.18956
O 0.79476 -3.23140 0.82072
O -0.20879 -3.24928 -1.47460
C 5.59376 0.15596 -1.36488
O 6.42131 1.33863 -1.42895
C 6.46982 2.07429 -0.19067
C 7.33498 3.34672 -0.25156
O 8.73282 2.98060 -0.52979
C 9.67996 4.15149 -0.48487
H 5.33142 -0.13333 -0.34724
H 6.16486 -0.66721 -1.79422
H 4.57738 0.32758 -1.71929
H 6.87295 1.45347 0.60943
H 5.53736 2.27685 0.33618
H 7.43230 4.05186 0.57392
H 6.90870 3.94818 -1.05444
H 10.70170 3.93421 -0.79621
H 9.70873 4.74427 0.42940
H 9.39835 4.87981 -1.24535
C -6.03636 6.04673 5.23838
O -5.72318 4.74048 4.89885
C -4.94728 4.11032 5.87182
C -4.25854 2.78393 5.38370
O -3.49571 2.03928 6.38250
C -3.73184 0.63378 6.34809
H -5.20657 6.61442 4.81732
H -6.26352 6.26736 6.28137
H -6.95055 6.23111 4.67416
H -5.55994 3.92203 6.75345
H -4.23282 4.78966 6.33675
H -3.80830 3.00549 4.41608
H -5.13175 2.22750 5.04315
H -3.10471 0.27889 7.16593
H -3.47717 0.19454 5.38356
H -4.77869 0.45275 6.59189
C 1.47824 -6.41441 6.10830
O 2.45296 -7.30303 5.50385
C 3.43660 -7.89450 6.41932
C 4.45331 -8.75908 5.62797
O 5.11837 -7.98672 4.69540
C 6.16471 -8.72085 4.02887
H 0.85281 -5.95466 5.34307
H 1.92190 -5.55240 6.60650
H 0.86316 -6.84807 6.89679
H 3.10569 -8.45817 7.29162
H 3.99392 -7.02986 6.77969
H 3.95632 -9.60347 5.15035
H 5.24849 -9.18405 6.24050
H 6.80981 -9.34405 4.64821
H 6.96884 -8.07328 3.67940
H 5.76420 -9.37278 3.25254
C -11.24066 -1.22597 0.60184
O -10.77629 -0.34314 1.65776
C -9.63904 -0.78056 2.38099
C -8.32064 -1.05509 1.51344
O -8.13758 -0.12787 0.46512
C -7.08556 0.86905 0.66184
H -10.94832 -1.11682 -0.44254
H -12.29912 -0.97951 0.51793
H -11.18773 -2.28309 0.86217
H -9.83484 -1.76484 2.80641
H -9.59497 0.01467 3.12515
H -8.48931 -2.03117 1.05856
H -7.42656 -1.20853 2.11774
H -7.36714 1.60651 1.41348
H -7.00100 1.40334 -0.28446
H -6.14269 0.39550 0.93543
C -4.39036 0.21417 -5.67966
O -3.22739 -0.10340 -6.37497
C -2.08538 0.03593 -5.64085
C -0.87815 -0.10595 -6.62406
O 0.24707 -0.32555 -5.79598
C 1.41240 0.49858 -6.26448
H -4.75936 -0.66452 -5.15065
H -5.19448 0.50906 -6.35384
H -4.27086 1.09039 -5.04244
H -1.99999 -0.77886 -4.92187
H -2.03818 1.01612 -5.16642
H -0.78263 0.86644 -7.10721
H -0.94381 -0.88180 -7.38686
H 1.39874 0.13850 -7.29320
H 2.35708 0.39743 -5.73020
H 1.11132 1.54617 -6.26585
C 1.41403 -4.89410 -9.16373
O 0.71942 -5.32828 -8.05927
C -0.35507 -6.15755 -8.40088
C -0.99222 -6.68753 -7.15720
O -1.74984 -5.66528 -6.55459
C -2.57828 -6.11620 -5.48064
H 0.88773 -4.21202 -9.83147
H 2.06429 -5.63612 -9.62704
H 2.17132 -4.26122 -8.70104
H -0.09368 -6.98466 -9.06094
H -1.15233 -5.57593 -8.86366
H -0.29073 -7.07154 -6.41656
H -1.68725 -7.46792 -7.46708
H -2.94556 -5.35996 -4.78687
H -1.99611 -6.87778 -4.96185
H -3.54159 -6.48783 -5.82999
C 2.39656 5.18690 -2.00410
O 2.85106 6.05931 -0.97790
C 2.92648 7.40432 -1.36717
C 4.02766 7.98160 -2.24903
O 4.20634 7.37116 -3.50941
C 5.43523 7.76446 -4.18260
H 2.84391 5.18836 -2.99807
H 1.37022 5.35244 -2.33173
H 2.41635 4.12829 -1.74513
H 2.71260 7.99852 -0.47875
H 1.99805 7.67901 -1.86785
H 5.03079 8.06454 -1.83076
H 3.64324 8.95995 -2.53741
H 6.32759 7.36220 -3.70306
H 5.49732 8.84588 -4.30422
H 5.26751 7.40057 -5.19629
C -0.34956 5.65660 4.41350
O 0.32927 4.46118 4.69349
C 1.02633 3.83083 3.62588
C 1.43212 2.36095 3.96656
O 2.22896 2.43261 5.16845
C 3.09271 1.31245 5.30065
H -1.19673 5.40591 3.77511
H 0.31451 6.28273 3.81760
H -0.74644 6.13148 5.31076
H 1.93469 4.42745 3.54207
H 0.48190 3.94890 2.68901
H 2.10625 2.02165 3.18009
H 0.55018 1.72152 4.00421
H 4.04681 1.41844 4.78434
H 2.67572 0.34008 5.03849
H 3.35594 1.20130 6.35253
*
```

Results of the Mulliken charge analysis, in e, for atoms 1 through 6:
1. Na 0.98
2. Na 0.96
3. C 0.58
4. F -0.20
5. F -0.20
6. F -0.23


Below is a structure of composition C33H82CrN4O11 in a non-equilibrium geometry, with properties calculated with wB97M-V/def2-TZVPD.

Properties
LUMO level (alpha / beta) = -0.014 / -0.019 Ha
energy = -3397.2357 Eh
HOMO (alpha / beta) = -7.3 / -7.3 eV
max |F| = 4.2 eV Å⁻¹
energy relative to the best compared isomer or geometry (same formula, charge and spin) = 149.52 kJ/mol

```
! RIJCOSX wB97M-V def2-TZVPD def2/J DEFGRID3
* xyz 0 5
Cr -0.86279 -2.30282 -2.80302
C 0.76356 1.22558 -1.98557
C 1.23243 -0.01880 -1.23518
C 1.32696 0.31047 0.26694
O 0.43050 -1.15658 -1.52666
H 0.63375 1.22598 -3.06781
H 1.45800 2.01279 -1.69203
H -0.23654 1.50739 -1.65619
H 2.20140 -0.28127 -1.65979
H 1.90453 -0.49240 0.72509
H 0.34631 0.29390 0.74250
H 1.92141 1.21280 0.41025
C -4.55868 -2.45312 0.17292
C -3.50116 -1.77732 -0.65513
C -3.12911 -0.46401 -0.04831
O -2.39053 -2.59626 -0.96344
H -5.16871 -1.67176 0.62618
H -4.10225 -2.95035 1.02879
H -5.26850 -3.02344 -0.42625
H -3.99869 -1.50236 -1.58517
H -2.53559 0.22289 -0.65164
H -2.66805 -0.60660 0.92902
H -4.06652 0.04212 0.18235
C 2.86187 7.52074 3.28057
O 3.85689 6.55649 2.90675
C 3.31769 5.77378 1.81168
C 2.82336 4.47903 2.25085
N 1.45056 4.41543 2.81973
C 0.41498 4.83869 1.80035
C -0.80601 4.04000 1.99467
O -0.36288 2.64543 2.14471
C -1.50424 1.81803 2.38465
H 3.19084 7.97436 4.21551
H 1.91157 6.98684 3.28152
H 2.72518 8.38883 2.63572
H 4.26235 5.80415 1.26874
H 2.61358 6.26788 1.14221
H 3.39812 4.18650 3.12958
H 2.70531 3.71261 1.48485
H 1.21634 3.49307 3.15811
H 0.78245 4.68993 0.78500
H 0.13801 5.89180 1.84876
H -1.48395 4.14747 1.14795
H -1.29309 4.24568 2.94785
H -1.17917 0.89227 2.85942
H -2.06544 1.63679 1.46796
H -2.24375 2.24680 3.06095
C -0.00371 -7.17707 0.98626
O 0.32913 -5.88499 0.67963
C 1.42728 -5.51478 1.53193
C 1.77820 -3.99851 1.10820
N 0.66397 -3.19973 0.72533
C -0.01629 -2.53293 1.85321
C -0.92534 -3.40319 2.75512
O -1.67739 -4.26184 1.93279
C -2.77369 -4.84046 2.55953
H -0.91556 -7.42347 0.44227
H -0.36061 -7.40067 1.99161
H 0.75180 -7.87090 0.61761
H 2.29060 -6.15625 1.35505
H 1.30780 -5.59523 2.61238
H 2.48715 -3.93729 0.28252
H 2.31640 -3.47016 1.89515
H 0.93114 -2.51305 0.03454
H -0.72035 -1.90075 1.31215
H 0.67151 -1.90876 2.42369
H -1.46167 -2.69954 3.39178
H -0.30798 -4.04210 3.38660
H -3.63309 -4.17284 2.62132
H -2.59478 -5.05261 3.61361
H -3.10673 -5.66804 1.93319
C 1.10405 -3.97936 5.75141
O 1.62198 -2.89178 4.90490
C 2.96686 -2.92539 4.60020
C 3.31115 -1.52126 3.96938
N 4.72698 -1.45509 3.64687
C 5.16491 -0.22437 2.94160
C 4.58948 0.01223 1.62078
O 5.71669 0.32522 0.74668
C 5.22155 0.62123 -0.60565
H 0.02030 -3.86410 5.76844
H 1.56825 -4.02945 6.73635
H 1.21688 -4.92566 5.22237
H 3.19594 -3.79446 3.98348
H 3.53116 -3.05974 5.52304
H 3.15615 -0.74954 4.72338
H 2.71996 -1.36249 3.06750
H 5.15825 -2.25805 3.21172
H 6.24889 -0.31448 2.87120
H 4.94378 0.69848 3.47784
H 3.73179 0.68475 1.60729
H 4.28460 -0.96125 1.23674
H 4.79269 1.61692 -0.71878
H 4.55791 -0.16534 -0.96480
H 6.10076 0.68071 -1.24717
C -5.60649 1.85017 -5.78406
O -4.98019 1.10864 -4.79750
C -3.87099 0.24045 -5.14676
C -2.81662 0.23535 -4.04128
N -1.87472 -0.88956 -4.26205
C -0.99547 -0.37997 -5.31354
C -0.10001 -1.50532 -5.82444
O 0.62635 -1.94331 -4.67960
C 1.91975 -1.50669 -4.59675
H -6.50162 2.36186 -5.43050
H -5.98314 1.19378 -6.56853
H -4.96247 2.59857 -6.24584
H -3.39480 0.52821 -6.08407
H -4.24782 -0.76891 -5.31201
H -3.27622 0.20674 -3.05333
H -2.39186 1.23878 -4.01304
H -2.42831 -1.64476 -4.64061
H -0.32676 0.42880 -5.01891
H -1.50785 0.07350 -6.16203
H 0.50300 -1.19804 -6.67887
H -0.77569 -2.28059 -6.18572
H 1.89415 -0.41825 -4.64909
H 2.53533 -1.99995 -5.34898
H 2.39732 -1.76937 -3.65280
C -3.99149 4.82180 -3.41747
C -2.73265 4.40372 -2.64286
C -2.90093 3.23681 -1.67637
O -1.74900 4.04897 -3.59661
H -3.82259 5.73972 -3.98049
H -4.78304 5.17299 -2.75549
H -4.45063 4.04907 -4.03406
H -2.27735 5.28598 -2.19296
H -2.65717 3.59427 -0.67592
H -2.15736 2.45475 -1.82996
H -3.87117 2.74234 -1.72372
H -1.01222 3.74730 -3.06018
*
```

Results of the Mulliken charge analysis, in e, for atoms 1 through 6:
1. Cr 0.67
2. C -1.30
3. C 0.65
4. C 1.05
5. O 0.01
6. H 0.11


Below is a cluster of 9 separate species, C33H83NO9 in total in a non-equilibrium geometry, with properties calculated with wB97M-V/def2-TZVPD.

Properties
LUMO level = 0.019 Ha
energy = -2038.9749 Eh
HOMO = -8.5 eV
max |F| = 1.9 eV Å⁻¹
energy relative to the best compared isomer or geometry (same formula, charge and spin) = 87.51 kJ/mol
SMILES string = CC1(C)CCCC(C)(C)N1O.CC(C)O.CC(C)O.CC(C)O.CC(C)O.CC(C)O.CC(C)O.CC(C)O.CC(C)O

```
! RIJCOSX wB97M-V def2-TZVPD def2/J DEFGRID3
* xyz 0 1
C -2.25119 -4.61209 0.82679
C -2.81731 -4.27133 -0.56299
C -2.13942 -5.23175 -1.55521
C -4.31814 -4.49808 -0.58958
C -5.12062 -3.36230 0.05415
C -4.74097 -2.03023 -0.61388
C -3.25125 -1.75580 -0.49112
C -2.89268 -0.58661 -1.39077
C -2.88480 -1.35013 0.95490
N -2.51812 -2.90117 -1.01066
O -1.12019 -2.66050 -0.94295
H -2.78292 -4.14325 1.65506
H -2.29324 -5.68940 1.00946
H -1.20246 -4.31959 0.90823
H -2.68502 -6.17777 -1.56184
H -2.29202 -4.87883 -2.58243
H -1.07548 -5.31046 -1.35466
H -4.64903 -4.48540 -1.63709
H -4.61924 -5.42495 -0.10553
H -6.19254 -3.52764 -0.03840
H -4.85716 -3.31363 1.11888
H -5.32111 -1.20313 -0.21023
H -4.97960 -2.20839 -1.66997
H -1.82610 -0.38086 -1.35110
H -3.45641 0.31736 -1.15118
H -3.12343 -0.83569 -2.42985
H -1.86859 -0.94075 0.95500
H -2.83288 -2.17480 1.65950
H -3.57198 -0.57737 1.29989
H -0.83019 -2.75246 -1.85877
C -1.70789 1.64057 2.79967
C -1.94455 2.20175 4.18620
C -0.59141 2.63833 4.77390
O -2.81089 3.36456 4.10196
H -2.60234 1.32659 2.26696
H -0.95421 0.86050 2.87026
H -1.25842 2.48413 2.27209
H -2.43034 1.55164 4.91951
H -0.64134 2.63760 5.86678
H -0.27223 3.60592 4.39349
H 0.18346 1.89455 4.56462
H -2.84110 3.77741 4.97020
C -0.49713 2.91357 -3.80834
C -1.35679 2.27117 -4.90021
C -0.49977 2.00878 -6.13416
O -1.92040 1.07086 -4.42557
H -1.07586 3.14996 -2.91329
H -0.04830 3.83496 -4.18547
H 0.30337 2.22513 -3.51629
H -2.15750 2.97162 -5.13784
H 0.22361 1.21002 -5.98693
H 0.03207 2.92419 -6.41781
H -1.14356 1.79542 -6.99126
H -1.27064 0.54282 -3.94694
C 1.31660 -1.52701 -5.98808
C 1.50480 -1.85129 -4.52252
C 2.90731 -1.59298 -4.02044
O 0.57149 -1.05612 -3.77374
H 0.24692 -1.56446 -6.23076
H 1.76273 -2.28111 -6.63976
H 1.62256 -0.51983 -6.27505
H 1.24957 -2.91000 -4.39265
H 3.64430 -2.19571 -4.57395
H 3.00058 -1.83082 -2.96284
H 3.30619 -0.61422 -4.30598
H 1.03661 -0.73328 -2.99059
C 1.70846 -0.64924 0.51543
C 0.91673 0.15062 -0.50381
C 0.30453 1.41937 0.04245
O 1.74733 0.44212 -1.64553
H 1.02342 -1.08923 1.24970
H 2.34186 0.03386 1.10404
H 2.35491 -1.41722 0.09981
H 0.10166 -0.48069 -0.85953
H 1.00049 2.03552 0.61574
H -0.55884 1.15076 0.64632
H -0.09232 1.98636 -0.80224
H 2.37491 1.11864 -1.36851
C -5.57891 3.17080 -0.47264
C -4.47593 2.87087 0.52036
C -3.09974 3.29775 0.01370
O -4.79531 3.50271 1.73965
H -5.33635 2.75848 -1.45418
H -5.78193 4.23685 -0.59508
H -6.52051 2.72288 -0.14632
H -4.43503 1.77278 0.63751
H -2.29187 2.85055 0.57645
H -3.03977 4.39102 0.02011
H -3.02150 3.05632 -1.05198
H -4.13061 3.26806 2.40119
C 5.37826 1.14035 -0.74936
C 5.19673 0.03462 -1.79538
C 6.39548 -0.19936 -2.68403
O 5.12389 -1.20191 -1.03003
H 5.43947 2.15908 -1.14029
H 6.15553 0.91367 -0.02772
H 4.42100 1.14691 -0.20781
H 4.28191 0.16207 -2.37228
H 7.29828 -0.37272 -2.09680
H 6.62588 0.69218 -3.27623
H 6.22123 -1.05074 -3.33965
H 4.35142 -1.16790 -0.45869
C -0.03847 -1.69412 5.40656
C 1.46447 -1.60395 5.20565
C 1.98527 -2.80337 4.40591
O 1.77537 -0.38948 4.48993
H -0.56004 -1.56495 4.45203
H -0.38446 -0.89278 6.06165
H -0.31296 -2.66593 5.81493
H 1.99452 -1.51126 6.15136
H 1.67493 -3.71866 4.91141
H 3.07495 -2.75733 4.39438
H 1.63148 -2.78938 3.37570
H 1.20659 -0.44887 3.71360
C 4.33696 2.81410 4.42936
C 4.42565 2.80740 2.92351
C 5.78793 3.27275 2.40524
O 4.24021 1.48913 2.41078
H 4.34153 3.83457 4.82072
H 5.21343 2.33341 4.88182
H 3.45313 2.28423 4.78473
H 3.60516 3.42699 2.55111
H 6.05882 4.32932 2.42481
H 6.00930 2.79976 1.45558
H 6.49633 2.85638 3.13905
H 4.54174 0.79764 3.00692
*
```

Results of the Mulliken charge analysis, in e, for atoms 1 through 6:
1. C -1.83
2. C 1.88
3. C -2.05
4. C -1.33
5. C -0.67
6. C -1.55